# 1
Formula: C26H47INO18
Source: OMol25
Level of theory: ωB97M-V with the def2-TZVPD basis set

```
93
Properties=species:S:1:pos:R:3
C 4.440 1.878 1.350
C 3.819 0.538 1.807
I 3.160 0.709 3.836
C 2.694 0.009 0.821
C 1.299 0.551 1.153
C 1.030 1.922 1.075
C -0.244 2.393 1.402
C -1.201 1.510 1.805
N -0.941 0.197 1.850
C 0.263 -0.285 1.532
H 5.453 1.931 1.769
H 3.883 2.761 1.678
H 4.565 1.837 0.259
H 4.629 -0.197 1.801
H 3.036 0.295 -0.178
H 2.666 -1.080 0.947
H 1.801 2.617 0.751
H -0.475 3.453 1.333
H -2.191 1.856 2.091
H -1.680 -0.438 2.144
H 0.384 -1.365 1.575
C -2.234 -4.678 -3.419
O -2.366 -3.252 -3.325
C -1.832 -2.729 -2.227
O -1.274 -3.332 -1.348
O -2.017 -1.402 -2.257
C -1.482 -0.729 -1.131
H -2.704 -4.987 -4.349
H -1.185 -4.966 -3.446
H -2.744 -5.167 -2.591
H -0.402 -0.874 -1.074
H -1.965 -1.074 -0.216
H -1.685 0.333 -1.255
C -4.958 -2.033 6.732
O -3.755 -2.805 6.654
C -3.023 -2.580 5.575
O -3.282 -1.803 4.685
O -1.939 -3.358 5.630
C -1.081 -3.199 4.512
H -5.457 -2.312 7.655
H -4.730 -0.969 6.762
H -5.614 -2.260 5.893
H -0.702 -2.177 4.443
H -1.601 -3.475 3.593
H -0.235 -3.869 4.642
C 1.474 -9.026 -6.813
O 1.460 -7.813 -7.569
C 0.878 -6.789 -6.951
O 0.386 -6.811 -5.851
O 0.934 -5.730 -7.761
C 0.342 -4.548 -7.226
H 1.971 -9.776 -7.423
H 2.033 -8.897 -5.888
H 0.459 -9.360 -6.603
H 0.856 -4.238 -6.317
H -0.719 -4.702 -7.032
H 0.452 -3.768 -7.975
C 1.971 7.460 1.038
O 1.716 7.603 -0.360
C 1.236 6.515 -0.952
O 1.010 5.456 -0.414
O 1.048 6.791 -2.238
C 0.531 5.707 -3.012
H 2.355 8.412 1.393
H 1.051 7.230 1.575
H 2.721 6.690 1.216
H -0.448 5.404 -2.643
H 1.221 4.864 -3.003
H 0.426 6.064 -4.032
C 1.626 2.836 6.359
O 1.712 2.578 7.756
C 2.757 3.166 8.352
O 3.577 3.856 7.808
O 2.725 2.852 9.643
C 3.791 3.415 10.413
H 0.748 2.312 5.987
H 1.505 3.902 6.168
H 2.508 2.457 5.839
H 3.753 4.503 10.383
H 4.755 3.057 10.055
H 3.652 3.087 11.440
C -3.310 2.709 -7.404
O -3.845 1.419 -7.108
C -3.053 0.653 -6.358
O -1.968 0.962 -5.932
O -3.668 -0.511 -6.160
C -2.925 -1.441 -5.365
H -4.044 3.228 -8.014
H -3.148 3.277 -6.489
H -2.382 2.621 -7.967
H -2.747 -1.039 -4.377
H -1.983 -1.694 -5.853
H -3.524 -2.341 -5.276
```

Summary:
charge: +1
multiplicity: 1
gap between HOMO and LUMO: 8.2 eV
max |F|: 0.0323 Eh/bohr
electronic energy: -74164.181 eV
LUMO energy: -4.1 eV

# 2
Formula: C26H47N4O4
Source: OMol25
Level of theory: ωB97M-V with the def2-TZVPD basis set

```
81
Properties=species:S:1:pos:R:3
N 1.296 2.707 -1.443
C 2.050 1.808 -1.988
N 2.967 1.048 -1.348
C 3.262 -0.117 -2.220
C 3.482 -1.475 -1.550
C 2.664 -1.818 -0.328
O 3.084 -2.548 0.503
O 1.408 -1.288 -0.226
C 2.043 -0.023 -3.187
C 1.998 -0.840 -4.435
C 0.637 -0.800 -5.168
C -0.525 -0.473 -4.260
C -0.890 -1.394 -3.279
C -1.923 -1.120 -2.397
C -2.576 0.098 -2.507
C -2.239 1.017 -3.487
C -1.202 0.733 -4.369
N 1.972 1.462 -3.328
C 2.853 2.143 -4.254
O 4.125 2.459 -3.712
N 4.141 3.811 -3.205
O 4.808 3.894 -2.269
H 0.658 3.245 -2.009
H 1.274 2.852 -0.442
H 2.584 0.844 -0.421
H 4.116 0.079 -2.865
H 4.525 -1.584 -1.284
H 3.264 -2.248 -2.282
H 0.806 -2.006 0.015
H 1.223 -0.250 -2.509
H 2.203 -1.869 -4.150
H 2.808 -0.561 -5.104
H 0.469 -1.767 -5.632
H 0.676 -0.039 -5.941
H -0.347 -2.326 -3.208
H -2.194 -1.831 -1.634
H -3.368 0.340 -1.813
H -2.744 1.965 -3.572
H -0.892 1.413 -5.148
H 3.022 1.536 -5.131
H 2.388 3.065 -4.599
C -2.861 -0.837 1.334
C -2.970 -1.584 2.659
C -2.900 -3.102 2.504
C -4.026 -3.716 1.669
C -5.436 -3.426 2.180
C -5.702 -3.986 3.575
H -3.682 -1.087 0.661
H -2.887 0.243 1.495
H -1.919 -1.078 0.830
H -3.893 -1.295 3.167
H -2.152 -1.266 3.313
H -2.888 -3.559 3.496
H -1.942 -3.367 2.042
H -3.876 -4.799 1.632
H -3.947 -3.368 0.634
H -6.153 -3.866 1.483
H -5.629 -2.350 2.175
H -5.560 -5.068 3.592
H -6.727 -3.781 3.883
H -5.042 -3.545 4.323
C 2.931 3.730 4.533
C 1.473 3.695 4.084
C 0.741 2.417 4.490
C 1.312 1.130 3.892
C 1.361 1.101 2.367
C -0.019 1.198 1.715
H 3.514 2.923 4.084
H 3.401 4.671 4.245
H 3.004 3.638 5.617
H 1.419 3.836 2.999
H 0.948 4.546 4.525
H -0.315 2.511 4.220
H 0.762 2.327 5.579
H 0.710 0.286 4.241
H 2.319 0.960 4.279
H 1.832 0.163 2.054
H 2.007 1.908 1.996
H -0.663 0.379 2.033
H 0.065 1.138 0.628
H -0.517 2.138 1.960
```

Summary:
charge: +1
multiplicity: 1
gap between HOMO and LUMO: 8.6 eV
max |F|: 0.0350 Eh/bohr
electronic energy: -41866.790 eV
LUMO energy: -3.3 eV

# 3
Formula: C26H47N4S2Si3Tl
Source: OMol25
Level of theory: ωB97M-V with the def2-TZVPD basis set

```
83
Properties=species:S:1:pos:R:3
Tl -0.664 -0.569 -0.142
C 3.677 1.072 0.806
Si 3.697 -0.243 -0.596
C 3.713 -1.937 0.297
C 5.501 -0.088 -1.314
C 2.293 -0.099 -1.814
Si 1.903 -1.578 -2.883
C 3.392 -2.297 -3.898
C 0.544 -1.258 -4.194
C 1.248 -3.120 -1.940
Si 1.972 1.537 -2.604
C 2.792 1.795 -4.349
C 2.560 3.126 -1.685
C 0.103 1.991 -2.786
C -0.332 2.932 -3.720
C -1.635 3.395 -3.702
C -2.491 2.910 -2.719
C -1.987 1.991 -1.820
N -0.744 1.531 -1.858
H 4.163 0.714 1.710
H 2.654 1.316 1.066
H 4.174 1.991 0.511
H 4.552 -2.056 0.978
H 3.757 -2.748 -0.420
H 2.802 -2.056 0.872
H 6.283 -0.168 -0.561
H 5.634 0.867 -1.816
H 5.682 -0.864 -2.052
H 3.818 -1.539 -4.546
H 3.134 -3.151 -4.516
H 4.173 -2.609 -3.214
H 0.866 -0.555 -4.954
H -0.325 -0.842 -3.702
H 0.235 -2.169 -4.699
H 2.036 -3.820 -1.677
H 0.507 -3.667 -2.517
H 0.771 -2.810 -1.013
H 3.782 1.347 -4.326
H 2.918 2.835 -4.647
H 2.233 1.282 -5.126
H 3.639 3.144 -1.584
H 2.133 3.169 -0.691
H 2.256 4.027 -2.216
H 0.366 3.282 -4.466
H -1.980 4.129 -4.421
H -3.524 3.229 -2.674
H -2.590 1.602 -1.010
N -1.035 1.838 1.521
C -1.840 2.820 2.222
C -3.072 2.169 2.855
C -4.200 1.834 1.866
C -4.440 0.326 1.750
N -3.350 -0.322 1.061
H -0.665 1.177 2.206
H -0.236 2.281 1.078
H -2.149 3.604 1.519
H -1.274 3.310 3.038
H -3.450 2.838 3.638
H -2.729 1.252 3.334
H -3.963 2.227 0.877
H -5.133 2.305 2.196
H -5.419 0.162 1.250
H -4.515 -0.093 2.760
H -3.385 -0.159 0.060
H -3.384 -1.325 1.189
S 0.381 0.032 3.988
C -0.510 -1.327 3.760
N -1.034 -1.808 2.686
C -1.816 -2.892 2.877
C -2.528 -3.570 1.888
C -3.384 -4.594 2.247
C -3.515 -4.991 3.573
C -2.768 -4.379 4.569
C -1.929 -3.341 4.219
S -0.948 -2.364 5.261
H -2.394 -3.274 0.860
H -3.960 -5.097 1.480
H -4.202 -5.787 3.830
H -2.854 -4.689 5.604
C -2.641 -1.457 -1.770
H -2.209 -2.023 -2.608
H -3.231 -0.651 -2.243
H -3.387 -2.144 -1.332
```

Summary:
charge: -2
multiplicity: 1
gap between HOMO and LUMO: 5.0 eV
max |F|: 0.0301 Eh/bohr
electronic energy: -83684.996 eV
LUMO energy: 4.4 eV

# 4
Formula: C26H47N5OSSi3Sn
Source: OMol25
Level of theory: ωB97M-V with the def2-TZVPD basis set

```
84
Properties=species:S:1:pos:R:3
Sn 0.646 0.257 0.018
C 0.122 0.720 4.012
O 0.182 -0.076 2.860
Si -0.727 -1.477 2.561
C 0.028 -2.925 3.489
C -2.367 -1.216 3.446
C -0.542 -1.588 0.626
Si -2.322 -1.390 -0.040
C -2.891 0.373 0.416
C -3.446 -2.813 0.609
C -2.478 -1.618 -1.853
Si 0.443 -3.005 -0.203
C 0.689 -2.756 -2.019
C 2.096 -3.334 0.680
C -0.468 -4.697 -0.089
H -0.766 0.442 4.659
H 0.097 1.795 3.742
H 1.033 0.537 4.623
H -0.454 -2.928 4.440
H 1.136 -2.846 3.700
H -0.104 -3.915 3.029
H -2.102 -1.117 4.502
H -3.130 -2.001 3.275
H -2.773 -0.211 3.241
H -2.571 0.800 1.383
H -3.970 0.289 0.424
H -2.599 1.049 -0.380
H -4.431 -2.503 0.875
H -3.032 -3.355 1.431
H -3.506 -3.490 -0.258
H -1.827 -1.009 -2.484
H -3.532 -1.398 -2.034
H -2.313 -2.672 -2.111
H 0.685 -1.740 -2.377
H -0.067 -3.311 -2.611
H 1.689 -3.118 -2.241
H 2.883 -3.032 -0.023
H 2.250 -4.372 0.931
H 2.264 -2.752 1.579
H -1.484 -4.575 0.290
H 0.053 -5.325 0.636
H -0.507 -5.193 -1.049
N 8.055 0.248 1.289
C 6.899 0.238 1.117
C 5.514 0.278 0.852
C 4.616 0.653 1.867
C 3.278 0.649 1.583
N 2.767 0.158 0.389
C 3.663 -0.208 -0.587
C 5.012 -0.143 -0.380
H 4.994 1.045 2.813
H 2.540 1.044 2.294
H 3.271 -0.430 -1.597
H 5.734 -0.435 -1.165
C 0.177 -1.369 -5.933
C -0.258 0.071 -5.758
C 0.205 0.716 -4.431
N 0.019 0.168 -3.255
N 0.441 1.012 -2.208
C 0.820 2.202 -2.690
N 0.916 3.326 -1.927
S 0.970 2.278 -4.432
H -0.176 -1.784 -6.892
H -0.201 -1.978 -5.133
H 1.245 -1.441 -5.966
H -1.349 0.237 -5.817
H 0.201 0.646 -6.566
H 0.686 3.246 -0.951
H 1.205 4.191 -2.417
C -2.617 4.294 -0.135
C -1.507 4.285 0.935
C -0.436 5.365 0.686
C -2.050 4.457 2.363
C -0.835 3.004 0.846
C -0.039 2.069 0.814
H -3.203 5.203 -0.052
H -3.321 3.454 -0.047
H -2.172 4.287 -1.135
H -0.721 6.375 0.928
H -0.097 5.462 -0.357
H 0.409 5.127 1.320
H -2.415 5.483 2.503
H -1.256 4.280 3.050
H -2.870 3.729 2.478
```

Summary:
charge: +2
energy relative to the best compared isomer or geometry (same formula, charge and spin): 0.0 kcal/mol
multiplicity: 1
gap between HOMO and LUMO: 7.8 eV
max |F|: 0.0649 Eh/bohr
electronic energy: -77508.526 eV
LUMO energy: -7.1 eV